Molecular formula: C16H17NO
Method: DFT, ωB97M-V with the def2-TZVPD basis set

Results
SMILES   Cc1c[nH]c2ccccc12.Cc1ccc(O)cc1
Energy above the lowest of the compared OMol25 structures with the same formula, charge and spin   4.007 eV
E_HOMO   -7.7 eV

Structure (XYZ):
```
35
C16H17NO (ωB97M-V with the def2-TZVPD basis set)
C -1.23849 1.81656 -1.30859
C -0.12869 2.52972 -0.56150
C 0.18455 3.89138 -0.54378
N 1.29757 4.08526 0.36959
C 1.68880 2.82571 0.75975
C 2.83414 2.61386 1.52054
C 3.13806 1.26172 1.53471
C 2.39589 0.24070 0.77604
C 1.18565 0.43500 0.11748
C 0.82460 1.86976 0.19843
H -0.77399 1.03165 -2.11628
H -1.88471 2.52589 -1.91296
H -1.77821 1.07238 -0.55648
H -0.32017 4.73614 -1.09888
H 1.29313 4.97943 0.84874
H 3.50755 3.37989 2.04919
H 3.99126 0.96872 2.14394
H 2.78741 -0.75068 0.98396
H 0.52827 -0.36413 -0.22820
C -1.07727 -1.33004 -2.84141
C -1.30745 -1.98885 -1.55927
C -2.55361 -2.15505 -0.94150
C -2.70579 -2.81991 0.42366
C -1.55239 -3.19583 1.02212
O -1.78734 -3.98883 2.08252
C -0.25743 -3.08789 0.31434
C -0.12969 -2.37144 -0.85688
H -1.90808 -1.40299 -3.49618
H -0.18855 -1.63863 -3.36727
H -1.06029 -0.21703 -2.61154
H -3.44645 -1.91048 -1.43451
H -3.71891 -2.94115 0.93360
H -1.24339 -3.66642 2.87620
H 0.87833 -3.29306 0.67532
H 0.74715 -2.40813 -1.26095
```

Molecular formula: C29H42ClF5N6O2SW
Method: DFT, ωB97M-V with the def2-TZVPD basis set

Results
Total charge   +2
Multiplicity   3
Energy above the lowest of the compared OMol25 structures with the same formula, charge and spin   0.000 eV
E_HOMO (alpha / beta)   -12.8 / -12.8 eV

Structure (XYZ):
```
87
C29H42ClF5N6O2SW (ωB97M-V with the def2-TZVPD basis set)
W 2.16929 1.35773 0.06871
C 1.17992 3.66006 -1.72910
C 2.58453 4.15621 -1.46051
N 3.36476 3.06810 -0.79590
C 4.33305 3.58737 0.22968
C 3.69340 3.51718 1.59640
C 4.12172 4.26826 2.66305
C 3.46464 4.12162 3.86297
C 2.39633 3.24270 4.01914
C 2.02924 2.51321 2.89978
C 0.88852 1.53964 2.83447
N 0.41947 1.35241 1.43559
C -0.72383 2.23473 1.08313
C -0.58484 2.59580 -0.36386
N 0.81825 2.97886 -0.48733
N 2.70145 2.60675 1.74050
H 1.10903 2.95840 -2.54523
H 0.48067 4.48807 -1.88472
H 2.51763 5.05049 -0.80302
H 3.10980 4.48188 -2.37193
H 3.88014 2.60368 -1.52890
H 4.65148 4.61401 0.07744
H 5.21822 2.90877 0.21159
H 4.94591 4.97285 2.60751
H 3.78261 4.70997 4.71573
H 1.87064 3.15827 4.96166
H 0.05248 1.90925 3.43997
H 1.19212 0.55454 3.22736
H 0.05063 0.41271 1.35446
H -0.65600 3.15673 1.70004
H -1.67677 1.75973 1.29854
H -1.22373 3.45880 -0.61897
H -0.80726 1.77769 -1.05424
H 0.92917 3.68172 0.25305
Cl 5.90374 -4.38285 3.03755
C 4.83524 -3.19288 2.35434
C 3.45165 -3.31022 2.64253
C 2.52806 -2.41591 2.19605
C 2.96616 -1.30245 1.40203
O 2.09535 -0.39256 1.05267
C 4.36755 -1.23413 1.06531
C 4.82574 -0.22287 0.21108
O 4.15390 0.74426 -0.27397
C 5.30173 -2.20868 1.53169
H 3.12934 -4.14765 3.25113
H 1.46377 -2.56827 2.37033
H 5.87608 -0.26561 -0.05469
H 6.35507 -2.15937 1.29480
F 0.37838 0.50720 -2.31926
C 1.72142 0.33076 -1.93232
F 1.79249 -1.02553 -1.62545
C 2.55383 0.46730 -3.24316
F 3.82594 0.19061 -2.96136
F 2.52916 1.76149 -3.67029
F 2.12623 -0.26859 -4.27697
C -2.52233 0.19199 -3.64345
C -3.65089 -0.69188 -4.14261
C -3.63019 -2.11623 -3.56549
C -3.92970 -2.18548 -2.06238
N -2.69824 -2.15832 -1.27206
C -2.53542 -1.81458 0.01933
S -0.96813 -1.38881 0.56612
N -3.54268 -1.77860 0.89831
C -4.84473 -2.47951 0.94212
C -4.71398 -3.97872 1.22438
C -6.05473 -4.68146 1.49674
C -6.82916 -4.82035 0.19365
H -2.61169 1.22554 -4.01634
H -1.54582 -0.20489 -3.93687
H -2.52832 0.23122 -2.54796
H -3.52898 -0.78283 -5.21713
H -4.63347 -0.23419 -4.01686
H -2.67054 -2.58817 -3.76428
H -4.35150 -2.73107 -4.09458
H -4.48289 -3.10281 -1.84325
H -4.57412 -1.32662 -1.82323
H -1.81614 -2.16693 -1.75203
H -3.18764 -1.48723 1.80433
H -5.37351 -2.27877 0.00402
H -5.41942 -2.00298 1.73796
H -4.03147 -4.10675 2.04778
H -4.24472 -4.46314 0.37854
H -6.63844 -4.14952 2.24219
H -5.86554 -5.67353 1.90767
H -7.04822 -3.85675 -0.24640
H -7.75285 -5.36957 0.30476
H -6.23807 -5.39129 -0.51208
```

Molecular formula: C6H16N
Method: DFT, ωB97M-V with the def2-TZVPD basis set

Results
Multiplicity   2
Energy above the lowest of the compared OMol25 structures with the same formula, charge and spin   0.387 eV
E_HOMO (alpha / beta)   -8.4 / -10.0 eV

Structure (XYZ):
```
23
C6H16N (ωB97M-V with the def2-TZVPD basis set)
C -1.25287 1.21992 -1.35787
C -0.98004 0.52927 -0.07079
C 0.09398 -0.59498 -0.20790
C -0.45052 -1.80226 -0.98334
C 0.65324 -0.91373 1.17284
C 1.77198 -1.95623 1.23048
N -0.11832 3.36264 0.38612
H -2.03238 1.97671 -1.25503
H -0.42522 1.80642 -1.75833
H -1.68598 0.60796 -2.15629
H -1.86874 0.15387 0.45464
H 0.85217 -0.19272 -0.88615
H 0.30393 -2.24976 -1.61500
H -1.13297 -2.42312 -0.40008
H -1.16239 -1.36632 -1.69513
H 0.97390 0.04756 1.58513
H -0.16372 -1.09930 1.88960
H 1.88883 -2.37454 2.23321
H 1.65009 -2.78656 0.53232
H 2.71815 -1.47499 0.94510
H -0.27196 2.34118 0.39471
H 0.88269 3.47328 0.23199
H -0.24383 3.71571 1.32974
```

Molecular formula: C3H6N2O
Method: DFT, ωB97M-V with the def2-TZVPD basis set

Results
SMILES   c1c[nH]cn1.O
Energy above the lowest of the compared OMol25 structures with the same formula, charge and spin   0.929 eV
E_HOMO   -9.1 eV

Structure (XYZ):
```
12
C3H6N2O (ωB97M-V with the def2-TZVPD basis set)
C 1.00910 1.32819 -0.39583
C 0.89963 0.34256 0.53980
N -0.41547 0.35829 0.92789
C -1.02718 1.34995 0.23033
N -0.19209 1.95193 -0.56658
H 1.91064 1.64792 -0.89283
H 1.59271 -0.40912 0.86241
H -0.77465 -0.30144 1.59528
H -2.06616 1.55322 0.39120
O -0.64926 -2.50165 -1.06876
H -0.07605 -1.95967 -0.51432
H -0.21122 -3.36017 -1.10860
```